# 1
A structure of composition C11H10Co2NO7 at a distorted geometry. Source: OMol25; level of theory: ωB97M-V with the def2-TZVPD basis set.

Geometry (Å):
O -1.955 -0.292 -0.244
C -0.795 0.238 -0.889
C 0.044 0.896 0.192
N 0.159 0.093 1.401
H -2.597 -0.573 -0.928
H -0.255 -0.594 -1.372
H -1.096 1.012 -1.617
H 1.025 1.092 -0.244
H -0.422 1.844 0.472
H -0.656 -0.508 1.492
H 0.246 0.706 2.211
O 6.480 1.758 1.261
C 6.388 0.891 2.008
Co 6.221 -0.436 3.134
C 6.395 -1.693 1.900
O 6.517 -2.523 1.100
C 7.836 -0.155 3.788
O 8.900 0.012 4.213
C 4.269 0.095 3.419
C 3.191 -0.560 2.854
C 2.215 -0.507 1.897
Co 4.085 -1.583 4.036
C 3.904 -3.033 3.034
O 3.816 -4.007 2.415
C 3.096 -2.082 5.422
O 2.481 -2.456 6.332
C 5.815 -1.940 4.702
O 6.501 -2.514 5.451
H 4.228 1.111 3.851
H 1.614 -1.393 1.710
H 2.252 0.327 1.201

Net charge ... -1
Energy above the lowest of the compared OMol25 structures with the same formula, charge and spin ... 0.244 eV
Max |F| ... 4.781 eV Å⁻¹
Gap between HOMO and LUMO ... 6.04 eV

***

# 2
A cluster of 11 separate species, C41H109N7O12S in total at a distorted geometry. Source: OMol25; level of theory: ωB97M-V with the def2-TZVPD basis set.

Geometry (Å):
O -1.022 7.390 -5.269
S -1.625 7.828 -4.032
O -2.675 8.847 -4.012
C -2.067 6.390 -2.959
C -0.990 6.219 -1.927
C 0.279 6.988 -2.327
C -0.267 8.384 -2.899
H -2.268 5.517 -3.582
H -2.997 6.600 -2.431
H -1.340 6.687 -1.007
H -0.692 5.234 -1.568
H 0.886 6.426 -3.037
H 0.894 7.168 -1.445
H 0.434 9.033 -3.425
H -0.778 8.964 -2.130
C 5.920 -5.971 3.640
O 6.607 -6.215 2.454
C 7.817 -5.465 2.413
C 8.271 -5.410 0.933
C 8.547 -6.761 0.367
N 9.431 -4.546 0.672
H 5.577 -4.959 3.854
H 6.534 -6.255 4.495
H 5.105 -6.681 3.783
H 7.713 -4.432 2.744
H 8.631 -5.880 3.007
H 7.428 -4.964 0.403
H 9.003 -6.673 -0.619
H 7.600 -7.293 0.271
H 9.185 -7.277 1.085
H 9.152 -3.579 0.762
H 10.141 -4.715 1.370
C 3.814 1.040 7.178
O 3.621 1.196 8.644
C 3.739 2.495 9.193
C 2.459 3.310 8.871
C 2.605 4.847 8.774
N 1.472 3.050 9.826
H 4.287 1.857 6.634
H 2.788 0.983 6.814
H 4.420 0.188 6.867
H 3.890 2.366 10.265
H 4.590 2.991 8.726
H 1.977 3.000 7.944
H 1.813 5.371 8.240
H 3.510 4.926 8.172
H 3.002 5.264 9.700
H 1.126 2.101 9.818
H 1.973 2.944 10.697
C -12.999 2.126 -4.276
O -12.285 1.336 -3.294
C -10.926 1.734 -3.122
C -10.301 0.685 -2.192
C -10.839 0.563 -0.737
N -8.883 0.768 -2.223
H -12.995 3.182 -4.006
H -14.008 1.714 -4.273
H -12.542 1.988 -5.255
H -10.431 1.794 -4.091
H -10.942 2.668 -2.560
H -10.672 -0.245 -2.622
H -10.584 -0.367 -0.229
H -11.922 0.548 -0.858
H -10.648 1.485 -0.186
H -8.496 0.768 -3.155
H -8.409 0.099 -1.633
C 7.042 4.869 1.695
O 7.158 3.730 0.889
C 8.571 3.401 0.675
C 8.859 2.020 0.046
C 8.544 1.947 -1.448
N 8.161 0.916 0.748
H 7.318 5.762 1.134
H 7.580 4.849 2.642
H 6.018 5.145 1.947
H 9.038 4.096 -0.022
H 9.096 3.484 1.627
H 9.932 1.840 0.101
H 8.637 0.947 -1.872
H 9.304 2.590 -1.890
H 7.577 2.393 -1.683
H 8.270 1.010 1.748
H 7.209 1.239 0.656
C -0.918 2.167 4.155
O -1.686 1.054 4.546
C -1.631 -0.163 3.830
C -2.205 -1.283 4.613
C -1.685 -1.424 6.033
N -2.143 -2.508 3.836
H -1.033 3.013 4.833
H -1.247 2.511 3.175
H 0.115 1.910 3.921
H -2.087 -0.086 2.843
H -0.621 -0.420 3.509
H -3.227 -1.009 4.876
H -0.728 -1.945 6.036
H -2.309 -2.133 6.576
H -1.546 -0.526 6.636
H -2.630 -3.141 4.455
H -1.226 -2.828 3.559
C 1.084 -1.032 -11.534
O 1.170 -0.603 -10.205
C 2.482 -0.761 -9.663
C 2.524 -0.096 -8.292
C 1.848 1.299 -8.211
N 3.903 -0.006 -7.803
H 0.089 -0.974 -11.976
H 1.232 -2.109 -11.619
H 1.702 -0.426 -12.196
H 2.765 -1.809 -9.566
H 3.113 -0.308 -10.427
H 1.996 -0.767 -7.614
H 2.432 1.956 -8.856
H 1.846 1.711 -7.202
H 0.843 1.275 -8.632
H 4.444 -0.854 -7.719
H 4.477 0.615 -8.355
C -0.856 -0.114 -2.042
O 0.235 -0.076 -1.090
C 1.494 -0.403 -1.735
C 2.457 -0.955 -0.721
C 2.042 -2.220 -0.064
N 2.886 -0.083 0.320
H -1.103 -1.141 -2.312
H -0.656 0.521 -2.905
H -1.757 0.280 -1.573
H 1.413 -1.136 -2.538
H 1.883 0.579 -2.007
H 3.360 -1.183 -1.287
H 1.091 -2.134 0.461
H 2.724 -2.651 0.669
H 1.879 -3.025 -0.781
H 2.784 0.854 -0.045
H 2.169 -0.048 1.031
C -5.670 -4.907 -1.330
C -6.740 -4.475 -0.307
C -7.236 -5.580 0.644
O -6.179 -3.430 0.464
H -6.083 -5.789 -1.820
H -4.855 -5.325 -0.738
H -5.374 -4.257 -2.154
H -7.568 -4.114 -0.918
H -7.272 -6.432 -0.036
H -8.216 -5.555 1.119
H -6.537 -5.785 1.455
H -5.605 -3.818 1.129
C -0.513 -8.682 -0.973
C -0.281 -7.731 -2.155
C 1.133 -7.860 -2.734
O -1.118 -8.186 -3.188
H -0.320 -9.751 -1.059
H -1.568 -8.592 -0.715
H 0.080 -8.295 -0.145
H -0.503 -6.672 -2.020
H 1.257 -7.110 -3.515
H 1.304 -8.892 -3.040
H 1.781 -7.504 -1.933
H -1.086 -9.137 -3.311
C -6.141 5.636 2.534
C -5.967 4.161 1.998
C -6.685 3.108 2.961
O -6.617 4.278 0.726
H -7.165 5.995 2.431
H -5.443 6.264 1.981
H -5.865 5.586 3.587
H -4.911 3.925 1.871
H -6.646 2.105 2.536
H -7.707 3.365 3.240
H -6.074 3.092 3.863
H -6.747 3.392 0.380

Max |F| ... 3.408 eV Å⁻¹
Gap between HOMO and LUMO ... 8.86 eV
SMILES string ... O=S1(=O)CCCC1.COC[C@H](C)N.COC[C@H](C)N.COC[C@H](C)N.COC[C@H](C)N.COC[C@H](C)N.COC[C@H](C)N.COC[C@H](C)N.CC(C)O.CC(C)O.CC(C)O